# 1
16
Properties=species:S:1:pos:R:3:mulliken_charge:R:1 method="wB97M-V/def2-TZVPD" total_charge=+1 relative_energy_ev=7.438 e_homo_ev="-12.3673 / -11.5383" multiplicity=1 lumo_energy_ev="-3.4 / -3.5" homo_lumo_gap_ev="8.96 / 8.06"
N 2.842 -0.915 0.446 -0.6779
H 1.009 -1.656 -0.045 0.2691
N -2.200 0.571 0.718 -0.4103
H 3.429 -0.687 -0.412 0.3009
N 1.633 1.521 -0.002 -0.3089
H 2.901 -1.937 0.640 0.2919
H -0.068 0.566 -0.223 0.4732
H -2.317 1.206 1.469 0.1969
C 0.878 0.431 0.048 0.0417
N 1.450 -0.763 0.167 0.0676
H -2.375 -0.740 -1.384 0.1715
H 2.599 1.433 0.218 0.2615
H 1.294 2.496 -0.239 0.2766
C -3.392 -0.527 -0.801 -0.1692
H -4.281 -1.133 -0.923 0.3076
O -3.400 0.132 0.323 -0.0921


# 2
45
Properties=species:S:1:pos:R:3:mulliken_charge:R:1 method="wB97M-V/def2-TZVPD" total_charge=+4 e_homo_ev=-20.3545 multiplicity=1 lumo_energy_ev=-17.6 homo_lumo_gap_ev=2.75
H 2.357 -3.124 -1.216 0.3131
H -2.394 1.630 2.605 0.1832
C -0.912 -0.957 0.244 -0.5154
C 2.436 2.654 -1.520 -0.9558
Zr -2.808 -6.167 2.173 1.2518
H 1.786 1.673 -3.360 0.4585
H 0.883 -3.902 -0.401 0.0791
Si 1.000 -0.689 0.230 0.6167
H 2.989 -1.986 0.852 0.3740
H -3.485 -1.316 -0.603 0.3759
H -0.228 1.176 3.278 0.3145
H -1.433 -0.027 -0.071 0.6575
C -1.712 2.327 2.082 -0.1068
C 1.057 -1.155 -3.160 -0.8495
H 1.298 -0.721 -4.152 0.4535
C -2.200 3.786 2.467 -1.3071
F 1.525 -2.697 2.034 -0.2831
H -1.969 4.535 1.690 0.3255
H 1.807 3.313 -0.893 0.2590
C 1.499 1.616 -2.280 -0.4774
H -0.705 -2.572 -1.386 0.5818
O 1.390 0.464 1.444 -0.4956
H -2.609 -0.923 -2.162 0.4020
C -2.784 -1.691 -1.381 -1.0892
H 0.180 2.879 3.143 0.5542
C 1.889 -3.457 -0.271 -0.9102
C 0.714 1.720 1.315 -0.0670
H -3.310 3.713 2.540 0.3719
C 1.918 -2.297 0.772 0.1792
I -1.577 -1.376 2.299 0.3988
H 1.388 -2.212 -3.129 0.3755
H 0.197 1.873 0.342 -0.0461
H -1.802 2.212 0.980 0.1665
P 1.855 -0.147 -1.786 0.5109
C -0.236 2.028 2.565 -0.7623
H 3.009 3.263 -2.242 0.3611
H -1.822 4.065 3.466 0.3826
C -1.451 -2.151 -0.690 -0.8914
I -2.038 -3.866 0.612 0.3777
H -3.271 -2.601 -1.794 0.4828
H 2.535 -4.271 0.128 0.3908
H 1.510 2.505 1.380 0.3873
H 3.163 2.112 -0.875 0.3508
H -0.051 -1.104 -3.029 0.2749
H 0.411 1.867 -2.244 0.5455


# 3
8
Properties=species:S:1:pos:R:3:mulliken_charge:R:1 method="wB97M-V/def2-TZVPD" relative_energy_ev=1.174 e_homo_ev=-10.2217 smiles="[H]/N=[N+](/[O-])OSN=O" multiplicity=1 lumo_energy_ev=-1.6 homo_lumo_gap_ev=8.65
N -0.766 -0.312 0.976 1.3111
N 2.039 0.213 -1.806 0.4210
S 1.268 0.976 -0.748 0.4092
O 0.180 -1.099 1.127 -0.6168
O -0.523 0.663 0.002 -0.5693
O 2.131 -0.556 -2.681 -0.3933
H -2.520 0.393 1.492 0.2672
N -1.811 -0.278 1.638 -0.8291


# 4
10
Properties=species:S:1:pos:R:3:mulliken_charge:R:1 method="wB97M-V/def2-TZVPD" total_charge=-1 relative_energy_ev=2.447 e_homo_ev=-2.3333 smiles="[O-]C(=C=S)OCO" multiplicity=1 lumo_energy_ev=3.6 homo_lumo_gap_ev=5.94
C 0.120 0.308 -1.213 -0.1808
O 1.531 -1.264 0.661 -0.6622
C -0.138 -0.533 2.220 -0.6716
O -0.774 1.212 -1.880 -0.5148
O -0.360 0.160 0.103 -0.2845
S -1.309 -1.186 3.099 -0.4154
C 0.400 -0.758 0.964 0.9024
H 1.133 0.824 -1.116 0.2067
H 0.198 -0.714 -1.539 0.3149
H -0.802 1.951 -1.300 0.3052


What are the energy values for these records? In order: -10215.81226, -52224.44801, -21456.52562, -20136.02576 eV.